(1)
Molecular formula: C55H42N5O5OsS5
Method: DFT, ωB97M-V/def2-TZVPD

Energy relative to the best compared isomer or geometry (same formula, charge and spin) ... 31.8 kcal/mol
Spin multiplicity ... 1
Kohn-Sham gap ... 7.037 eV
Calculated total energy ... -132040.4401 eV
HOMO energy ... -10.61 eV
Total charge ... +1

Atoms and positions in Å:
Os  0.275344  -1.071593  -1.672165
S  3.917290  -1.785709  -1.666910
S  1.038716  0.398656  -3.346412
S  2.251072  -0.647779  -4.773260
S  0.235085  0.656231  2.005134
S  -0.844075  1.642598  -0.965750
O  -0.108345  -0.330075  3.064326
O  0.594501  -2.820026  -2.743354
O  4.390189  -0.594153  -2.302106
O  -0.900370  2.171055  -2.359625
O  4.332944  -2.110309  -0.342573
N  0.348062  -3.266855  2.216285
N  -3.428580  2.555099  -7.386204
N  0.064795  -2.169768  0.043588
N  -1.175985  0.511435  -10.019732
N  2.262789  -1.824369  -1.768056
C  -1.901413  -0.482572  -2.396704
C  6.225219  1.557299  2.355945
C  0.128117  0.627828  -4.863151
C  -4.320145  -3.353708  -1.679180
C  0.938493  2.853517  3.556921
C  -0.514624  0.586294  -7.521647
C  -0.976339  1.351621  -5.252172
C  -1.685446  5.513826  1.601983
C  -4.551426  3.392035  4.044548
C  0.633650  -0.089895  -7.113080
C  -0.679501  7.334046  2.820173
C  -3.473761  2.164024  -0.702737
C  4.758648  1.257118  2.188226
C  -2.333644  -0.609966  0.008327
C  0.344513  -5.290787  4.216641
C  0.937387  4.168450  3.881751
C  1.637263  -3.856717  2.616570
C  4.129081  0.304127  2.980126
C  2.766539  0.056178  2.860880
C  -0.961092  -4.667347  3.725315
C  -1.598328  6.850399  1.867535
C  -5.784218  3.277975  3.371288
C  3.999855  1.925592  1.224129
C  -4.626974  2.439004  -0.049053
C  2.643722  1.688583  1.090682
C  1.408222  -5.273235  3.119538
C  5.295282  -3.816022  -3.090648
C  -1.305803  1.303802  -6.607790
C  -0.879831  0.550301  -8.911431
C  -0.726061  -3.251833  3.223941
C  -3.170266  -1.656551  -0.205243
C  0.083868  5.075570  3.208874
C  -1.631346  -0.028408  -1.093558
C  -0.844530  4.581409  2.266774
C  2.028871  0.778244  1.941389
C  -2.129183  2.723000  1.263131
C  -0.905874  3.160466  2.008253
C  -2.475945  2.005979  -7.055786
C  2.770923  -4.807961  -3.906019
C  0.041846  2.348523  2.576901
C  0.203246  -2.708491  1.056959
C  -5.808718  2.973776  2.042280
C  -3.364190  2.907138  1.989791
C  -3.395397  -2.185985  -1.507866
C  3.947760  -5.430952  -4.301923
C  -4.604884  2.771896  1.325946
C  4.118873  -3.208638  -2.709338
C  0.929889  -0.056432  -5.766112
C  2.881398  -3.689378  -3.100375
C  -3.374286  3.219085  3.375063
C  0.141845  6.464481  3.474512
C  -2.227241  2.277619  -0.033020
C  5.188499  -4.942424  -3.901090
C  1.845712  -2.814035  -2.542122
C  -2.781093  -1.588054  -2.571083
H  2.060474  -3.231482  3.408622
H  6.088026  -5.447382  -4.226284
H  -6.708665  3.427794  3.912980
H  1.092643  -5.905148  2.284509
H  0.855858  6.822872  4.205626
H  2.313245  -3.817213  1.763681
H  2.253633  -0.631841  3.522042
H  -1.377700  -5.272071  2.914590
H  -1.679160  0.140245  -3.245420
H  -6.749339  2.877291  1.514405
H  1.618248  4.547834  4.634013
H  6.556478  1.339946  3.370482
H  -5.579481  2.372236  -0.560549
H  -5.274248  -3.170369  -1.183220
H  3.901692  -6.308660  -4.931923
H  6.257975  -3.435023  -2.778622
H  1.247893  -0.608427  -7.835432
H  2.353213  -5.672081  3.490861
H  -0.626796  8.394758  3.026380
H  -2.199818  -0.210880  1.006358
H  -4.538171  3.619280  5.102123
H  1.802180  -5.177129  -4.213903
H  -3.482518  1.861264  -1.742074
H  4.703582  -0.225476  3.730759
H  -2.239512  7.545258  1.341612
H  6.821772  0.951955  1.672905
H  -4.511038  -3.559699  -2.730457
H  -1.555169  1.942792  -4.557780
H  0.169884  -6.312482  4.553821
H  2.057450  2.268637  0.386719
H  -2.440128  3.307441  3.910600
H  -1.613710  -2.814290  2.769542
H  4.475922  2.663173  0.589960
H  -2.986694  -1.927110  -3.579036
H  -0.414207  -2.587616  4.034913
H  1.631566  2.176969  4.032447
H  -2.394181  5.167457  0.863385
H  6.438720  2.603739  2.140687
H  -1.702021  -4.640385  4.525563
H  0.709358  -4.729944  5.083389
H  -3.699929  -2.089947  0.635620
H  -3.887918  -4.250539  -1.230347

Atomic forces in eV per Å
0.5 1.2 0.3
0.1 0.1 0.0
0.1 0.0 -0.1
0.0 0.0 0.0
0.1 0.1 -0.3
0.1 -0.1 0.0
0.0 0.0 0.2
-0.2 0.0 -0.2
0.0 0.0 0.0
-0.1 0.0 0.0
0.1 0.1 0.3
0.0 -0.2 -0.1
0.0 0.0 0.0
0.1 -0.2 -0.3
0.0 0.0 0.0
-0.2 -0.4 -0.1
0.1 -0.5 0.0
-0.1 0.0 0.0
0.0 0.0 0.0
0.0 0.0 0.0
0.0 -0.1 -0.1
0.0 0.0 0.0
0.0 0.0 0.0
0.1 -0.1 0.0
0.0 0.0 0.0
0.0 0.0 0.0
0.0 0.0 0.0
0.0 0.0 0.0
0.0 0.0 -0.1
0.0 0.0 0.1
0.0 0.0 0.0
0.1 0.0 0.1
0.0 0.0 0.0
0.0 0.0 0.0
0.0 0.0 0.0
0.0 0.0 0.0
0.0 0.0 0.0
0.0 0.0 0.0
0.0 -0.1 0.0
0.0 0.0 -0.1
-0.1 0.1 0.0
0.0 0.0 0.0
0.0 0.0 0.0
0.0 0.0 0.0
-0.1 0.0 0.0
0.0 0.0 0.0
0.0 0.0 0.0
-0.1 0.1 0.0
0.0 -0.1 0.0
0.0 0.0 0.0
0.0 -0.2 0.0
-0.1 -0.2 0.0
0.1 0.3 -0.3
0.0 0.0 0.0
0.0 0.0 0.0
-0.1 0.1 0.2
0.0 0.3 0.4
0.0 0.0 0.0
0.0 0.1 0.0
0.0 0.0 0.0
0.0 0.0 0.0
0.0 0.0 0.2
0.1 0.0 0.0
0.0 0.0 0.0
0.0 0.0 0.0
0.0 0.0 -0.1
0.0 0.0 0.0
-0.2 0.2 0.1
0.0 0.0 0.0
-0.1 -0.1 -0.1
0.0 0.0 0.0
0.0 0.0 0.0
0.0 0.0 0.0
0.0 0.0 0.0
0.0 0.0 0.0
0.0 0.0 0.0
0.0 0.0 0.0
0.0 0.0 0.0
0.0 0.0 0.0
0.0 0.0 0.0
0.0 0.0 0.0
0.0 0.0 0.0
0.0 0.0 0.0
0.0 0.0 0.0
0.0 0.0 0.0
0.0 0.0 0.0
0.0 0.0 0.0
0.0 0.0 0.0
0.0 0.0 0.0
0.0 0.0 0.0
0.0 0.0 0.0
0.0 0.0 0.0
0.0 0.0 0.0
0.0 0.0 0.0
0.0 0.0 0.0
0.0 0.0 0.0
0.0 0.0 0.0
0.0 0.0 0.0
0.0 0.0 0.0
0.0 0.0 0.0
0.0 0.0 0.0
0.0 0.0 0.0
0.0 0.0 0.0
0.0 0.0 0.0
0.0 0.0 0.0
0.0 0.0 -0.1
0.1 -0.1 0.0
0.0 0.0 0.0
0.0 0.0 0.0
0.0 0.0 0.0
0.0 0.0 0.0
0.0 0.0 0.0
0.0 0.0 0.0

(2)
Molecular formula: C55H43BiN6O2PS5Sb
Method: DFT, ωB97M-V/def2-TZVPD

Energy relative to the best compared isomer or geometry (same formula, charge and spin) ... 70.9 kcal/mol
Spin multiplicity ... 1
Kohn-Sham gap ... 4.300 eV
Calculated total energy ... -146616.1753 eV
HOMO energy ... -1.24 eV
Total charge ... -2

Atoms and positions in Å:
Bi  -0.030414  -1.127165  1.266471
Sb  -1.811482  -4.822284  3.006017
S  -2.536451  -1.648518  1.613515
S  -0.792409  -6.842358  3.358477
S  1.853459  0.900105  2.142927
S  -0.224961  -3.832243  1.094217
S  -2.928666  -5.823473  -1.636916
P  -0.595721  1.226385  -2.415974
O  0.273488  -1.050351  5.587325
O  0.098577  -1.553370  3.441885
N  1.501075  -0.369816  -1.449518
N  -2.864505  -0.363477  -2.683206
N  2.102591  0.963152  -3.105408
N  -0.870163  3.453352  -0.724143
N  -1.482515  -1.086765  -1.132063
N  -0.924719  1.541597  0.375641
C  -1.066872  3.763745  0.609941
C  3.612568  -1.485025  -0.863276
C  -1.784768  7.671265  2.189044
C  -4.099489  -3.321298  0.394958
C  -1.184633  2.279109  2.708841
C  -3.068523  -5.389156  1.203528
C  4.994053  -3.233718  0.801367
C  -5.055121  -3.254171  -2.574234
C  2.827332  -0.553974  -1.691389
C  -3.508353  -1.399794  -2.024736
C  -2.327095  5.330245  2.048754
C  -5.891461  -0.996004  -2.658770
C  6.332454  1.598515  -4.436253
C  -1.986752  1.241747  3.169179
C  2.238565  -0.800783  4.331642
C  4.180181  0.264401  3.406151
C  -6.307658  -3.714943  -2.952580
C  3.068603  -2.723662  -0.537964
C  4.859219  -1.129636  -0.356985
C  4.986848  -0.327029  4.357724
C  -0.838241  4.390113  -1.830359
C  0.764797  -1.127296  4.471677
C  -2.166020  -5.320330  -0.027810
C  2.791544  0.046136  3.360459
C  -2.630790  -1.817614  -1.052087
C  3.062549  -1.378939  5.298937
C  -4.838260  -1.884174  -2.432018
C  1.079812  0.536432  -2.296624
C  6.433841  -0.793916  -4.362027
C  -2.732111  -2.769966  0.107234
C  5.111654  1.563440  -3.775915
C  3.233669  0.272566  -2.715969
C  -0.339130  2.600561  4.936993
C  4.428393  -1.165899  5.318188
C  -1.115814  1.539245  5.387602
C  -1.624862  -3.889479  -0.101609
C  -1.301056  5.123226  1.124450
C  -4.230685  -4.493570  1.012474
C  -0.360024  2.959827  3.600718
C  -0.759879  7.478289  1.276039
C  -2.563144  6.587824  2.576693
C  -1.939324  0.860817  4.503338
C  6.997819  0.419971  -4.734779
C  -3.335687  0.330735  -3.864730
C  5.211554  -0.829433  -3.712751
C  -1.100566  2.555459  1.265123
C  5.549273  -2.005473  0.464742
C  -7.138402  -1.463264  -3.046988
C  -0.784119  2.088178  -0.809540
C  -7.346755  -2.828366  -3.200593
C  -1.638449  -0.217601  -2.100837
C  -0.516641  6.214732  0.754761
C  3.750219  -3.591786  0.302226
C  2.004076  1.916861  -4.192721
C  4.527490  0.350851  -3.413385
H  -5.218943  -4.827485  1.311519
H  -1.321602  -5.991248  0.131402
H  4.606487  0.920284  2.657033
H  -1.967615  8.653398  2.606010
H  -2.600538  0.688808  2.466789
H  -6.457927  -4.783431  -3.042736
H  3.292694  -4.533373  0.576475
H  -0.132473  8.308973  0.977506
H  7.950224  0.445207  -5.248432
H  5.518102  -3.899511  1.474637
H  -1.628656  5.129985  -1.711760
H  -2.936668  4.490074  2.355082
H  6.504792  -1.711852  0.880410
H  -4.946576  -2.674663  0.206000
H  4.776640  -1.778113  -3.427133
H  -7.949453  -0.764025  -3.211149
H  -3.360813  6.720451  3.296192
H  -1.197191  -3.751340  -1.093442
H  5.266770  -0.150428  -0.578247
H  0.318813  6.077651  0.082409
H  6.945397  -1.722143  -4.581062
H  0.966606  1.982122  -4.510663
H  -0.995979  3.842713  -2.756526
H  5.047517  -1.637805  6.071874
H  0.336349  3.105029  5.616453
H  0.313487  3.722046  3.229255
H  2.337826  2.908831  -3.883887
H  -4.259027  -3.977176  -2.364173
H  4.630676  2.494785  -3.506652
H  -8.321056  -3.197102  -3.498814
H  2.613759  1.581538  -5.029673
H  -3.345843  -6.415223  1.436974
H  -2.478682  0.664624  -4.445931
H  -3.933852  -0.351336  -4.465346
H  2.590810  -2.004468  6.045551
H  -3.946113  1.198353  -3.608097
H  -2.507188  0.001377  4.833446
H  2.099036  -3.003297  -0.931420
H  -1.041265  1.209160  6.415383
H  -5.746963  0.064978  -2.491186
H  6.054909  -0.134808  4.352365
H  6.768274  2.553285  -4.702992
H  0.122246  4.902391  -1.888548

Atomic forces in eV per Å
0.0 -0.2 0.3
0.0 -0.2 -0.2
0.0 -0.3 -0.2
-0.1 0.1 0.0
0.1 0.0 0.0
-0.1 0.0 0.0
0.1 0.0 0.2
-0.1 -0.1 0.0
0.0 -0.1 0.1
0.1 0.1 -0.3
-0.1 -0.1 0.1
0.0 0.0 -0.1
0.0 0.1 0.1
0.1 0.0 0.0
0.0 0.1 0.0
0.1 -0.2 -0.2
-0.1 0.1 -0.2
0.0 0.0 -0.1
0.0 0.0 0.0
0.1 -0.1 0.0
0.0 0.1 0.0
0.1 0.1 0.1
0.0 0.0 0.0
0.0 0.0 0.0
0.1 0.1 0.1
0.0 0.0 -0.1
-0.1 0.0 0.0
0.0 0.0 0.1
0.0 0.0 0.0
0.0 0.0 0.0
0.0 -0.1 0.0
0.0 0.0 0.0
0.0 0.0 0.0
-0.1 0.0 0.0
0.0 0.0 0.0
0.0 0.0 0.0
0.0 0.0 0.1
0.1 0.1 0.0
-0.1 -0.1 -0.3
0.0 0.1 -0.1
0.0 0.0 0.1
0.0 0.0 0.0
0.0 0.0 0.0
0.0 0.0 0.0
0.0 0.0 0.0
0.0 0.1 0.0
0.1 0.1 0.1
0.0 -0.1 -0.2
-0.1 0.0 0.0
0.0 0.0 0.0
0.0 0.1 0.0
0.1 0.1 0.1
0.1 -0.1 0.0
-0.1 -0.1 -0.1
-0.1 0.1 0.0
0.0 0.0 0.0
0.0 0.0 0.0
0.0 0.0 -0.1
0.0 0.0 0.0
0.0 0.0 0.0
0.0 0.0 0.0
0.1 0.1 0.3
0.0 0.0 0.0
0.0 0.0 0.0
0.0 0.1 -0.2
0.0 0.0 0.0
0.1 0.1 0.1
0.0 0.0 0.0
0.0 0.0 0.0
0.0 0.0 0.0
0.0 0.0 0.1
0.0 0.0 0.0
0.0 0.1 0.1
0.0 0.0 0.0
0.0 0.0 0.0
0.0 0.1 0.0
0.0 0.0 0.0
0.0 0.0 0.0
0.0 0.0 0.0
0.0 0.0 0.0
0.0 0.0 0.0
0.0 0.0 0.0
0.0 0.0 0.0
0.0 0.0 0.0
0.0 0.0 0.0
0.0 0.0 0.0
0.0 0.0 0.0
0.0 0.0 0.0
0.0 0.0 0.1
0.0 0.0 0.0
0.0 0.0 0.0
0.0 0.0 0.0
0.0 0.0 0.0
0.0 0.0 0.0
0.0 0.0 0.0
0.0 0.0 0.0
0.0 0.0 0.0
0.0 0.0 0.0
0.0 0.0 0.0
0.0 0.0 0.0
0.0 0.0 0.0
0.0 0.0 0.0
0.0 0.0 0.0
0.0 0.0 0.0
0.0 0.0 0.0
0.0 0.0 0.0
0.0 0.0 0.0
0.0 0.0 0.0
0.0 0.0 0.0
0.0 0.0 0.0
0.0 0.0 0.0
0.0 0.0 0.0
0.0 0.0 0.0
0.0 0.0 0.0

Lowest unoccupied orbital energy for the records above, in order: -3.569, 3.063 eV